No. 1
7
Properties=species:S:1:pos:R:3 method="wB97M-V/def2-TZVPD" de_lowest_kj_mol=222.97 orbital_gap_ev="7.378 / 7.376"
H -1.01895 0.68349 1.45522
O 2.09502 0.33073 1.52926
H -0.67462 -0.89244 0.77038
F 0.14480 0.16908 -2.81594
C -0.32999 0.05281 1.17384
C 0.95214 0.22697 1.32708
P -1.16839 -0.57064 -3.43984



No. 2
77
Properties=species:S:1:pos:R:3 method="wB97M-V/def2-TZVPD" de_lowest_kj_mol=51.29 orbital_gap_ev=7.224 charge=+3
O 2.82612 0.88071 -2.51071
C -0.89443 -2.08404 1.97919
C 3.73132 1.73681 3.02953
H -3.83397 -0.58052 3.98537
C 0.02765 5.73188 1.26559
H -4.72929 3.11506 -0.31506
C -2.37902 -2.15544 3.86658
H -1.24617 -0.62746 -3.98992
H 2.10451 -5.01627 -2.55564
C -1.02396 5.33448 -0.87974
C -3.14841 -0.00422 -1.95819
C -0.64615 6.20100 0.14525
As -0.95543 -0.20310 -0.14563
H -0.42343 -5.19679 -2.27576
H 3.93689 -2.30624 -1.22222
C 3.35053 -3.22526 -1.25292
H 0.31848 6.41311 2.05319
H -0.06457 -2.49814 1.41795
C 0.33435 4.38462 1.37586
H -0.85523 -3.61486 3.48122
H -1.45529 -3.20870 -1.28178
As 0.49059 1.72647 0.46198
H -2.71866 -2.63875 4.77293
H 2.90796 -1.88154 1.07660
H -4.85530 -0.00311 -3.25048
C 0.17039 -4.40159 -1.82326
H 3.84705 0.98987 5.03495
H -2.71530 -0.88102 -2.42343
H 0.59798 -0.59539 -4.16422
C -4.35553 0.48933 -2.42737
C -4.28481 2.24292 -0.77575
H -1.24437 1.79349 -3.59110
O 1.61650 1.86307 -1.03023
H -0.87897 7.25450 0.06456
C -0.32186 -0.06447 -3.93829
C -2.51080 0.63253 -0.89692
C 3.22218 1.10241 4.15890
C -0.31982 1.24616 -3.73701
H 2.41376 -4.60496 0.11371
H 3.32303 2.42176 1.03990
N 2.23126 0.77820 -1.50563
C 2.93500 1.90362 1.90923
H 1.20609 -3.97821 -3.65630
C 1.91800 0.62509 4.17801
C -0.73567 3.98733 -0.78665
C -4.91984 1.61410 -1.83919
H -0.85826 -2.87340 -2.76541
N 2.29589 -2.67210 0.89339
C -2.58938 -0.37542 2.25892
C 1.63043 1.40999 1.93755
C 1.44195 -4.15228 -2.60526
C -1.32891 -2.70334 3.14159
C -3.07989 1.75207 -0.29444
H 2.46628 -2.39753 -2.87546
H -2.60655 2.25446 0.53929
H -1.53980 5.71581 -1.75042
N 2.13378 -2.93256 -2.07621
H -3.10828 0.50888 1.91595
H -5.86052 1.99991 -2.20842
H 0.59644 1.82380 -3.77397
C 1.10779 0.76971 3.06072
H 3.94455 -3.97630 -1.77701
H 4.74455 2.11511 3.02884
Pd 0.72298 -1.70932 -1.16797
H 0.08989 0.40364 3.08406
H 1.52662 0.14795 5.06623
C -3.00695 -0.99563 3.42539
C 3.02929 -3.70410 0.14866
C -0.05497 3.52823 0.34462
C -1.52085 -0.91604 1.54249
H 0.85695 4.01698 2.24993
H 2.03612 -3.02960 1.80697
N -0.59125 -3.11504 -1.81111
H 3.97169 -3.99489 0.61951
O 2.19741 -0.24413 -0.76278
H 0.37930 -4.66651 -0.78887
H -1.01970 3.31322 -1.58391